Entry 1:
# C4H13NO

A 2-piece molecular cluster, C4H13NO overall (ωB97M-V/def2-TZVPD, the Open Molecules 2025 dataset).

E_LUMO: 0.888 eV
ΔE to the lowest compared entry with this formula, charge and spin: 44.4 kcal/mol
Highest occupied orbital energy: -8.60 eV

The geometry in XYZ format:
```
19
C4H13NO ωB97M-V/def2-TZVPD
C 1.138 1.501 0.052
C 0.584 0.436 -0.829
N -0.538 -0.459 -0.323
C -1.410 -0.104 0.840
C -1.342 -0.783 -1.561
H 2.116 1.774 -0.271
H 0.575 2.428 -0.203
H 1.003 1.478 1.131
H 1.423 -0.232 -0.954
H 0.341 0.992 -1.812
H -2.131 0.708 0.580
H -0.861 0.319 1.688
H -1.900 -0.980 1.090
H -2.367 -1.204 -1.281
H -1.618 0.123 -2.267
H -0.740 -1.471 -2.096
O 1.938 -1.704 2.394
H 1.168 -1.634 1.770
H 2.621 -1.187 2.050
```



Entry 2:
# C4H13NO

A 2-piece molecular cluster, C4H13NO overall (ωB97M-V/def2-TZVPD, the Open Molecules 2025 dataset).

E_LUMO: 0.795 eV
ΔE to the lowest compared entry with this formula, charge and spin: 11.7 kcal/mol
Highest occupied orbital energy: -9.16 eV

The geometry in XYZ format:
```
19
C4H13NO ωB97M-V/def2-TZVPD
C -0.385 -0.357 -0.512
C -0.468 0.966 0.269
C 0.666 1.128 1.277
C 2.090 0.859 0.795
N 2.446 1.463 -0.498
H -1.174 -0.452 -1.242
H 0.544 -0.438 -1.089
H -0.351 -1.187 0.196
H -1.405 0.871 0.818
H -0.552 1.809 -0.415
H 0.425 0.426 2.085
H 0.541 2.102 1.760
H 2.817 1.207 1.519
H 2.188 -0.222 0.741
H 2.278 0.810 -1.249
H 1.904 2.298 -0.680
O -4.095 -3.630 -0.985
H -3.291 -4.139 -0.855
H -4.177 -3.515 -1.937
```



Entry 3:
# C4H13NO

A 2-piece molecular cluster, C4H13NO overall (ωB97M-V/def2-TZVPD, the Open Molecules 2025 dataset).

E_LUMO: 0.964 eV
ΔE to the lowest compared entry with this formula, charge and spin: 44.1 kcal/mol
Highest occupied orbital energy: -8.50 eV

The geometry in XYZ format:
```
19
C4H13NO ωB97M-V/def2-TZVPD
C -2.355 0.186 -0.940
C -1.067 0.958 -0.904
N -0.015 0.473 -0.096
C 0.732 1.620 0.543
C 1.796 1.313 1.666
H -3.000 0.317 -1.823
H -3.050 0.678 -0.206
H -2.220 -0.743 -0.417
H -0.691 1.214 -1.907
H -1.392 1.785 -0.323
H -0.432 -0.281 0.525
H 1.079 2.193 -0.343
H -0.063 2.257 1.086
H 1.349 0.874 2.580
H 2.522 0.536 1.321
H 2.429 2.199 1.981
O 0.826 -3.936 -0.340
H 0.583 -3.454 -1.114
H 1.752 -3.865 -0.159
```



Entry 4:
# C4H13NO

A 2-piece molecular cluster, C4H13NO overall (ωB97M-V/def2-TZVPD, the Open Molecules 2025 dataset).

E_LUMO: 0.970 eV
ΔE to the lowest compared entry with this formula, charge and spin: 21.5 kcal/mol
Highest occupied orbital energy: -9.05 eV

The geometry in XYZ format:
```
19
C4H13NO ωB97M-V/def2-TZVPD
C -1.925 -0.045 1.175
C -1.183 0.976 0.330
N -0.287 0.322 -0.624
C 0.304 1.275 -1.568
H -1.196 -0.688 1.676
H -2.488 0.447 1.961
H -2.599 -0.685 0.605
H -1.876 1.666 -0.154
H -0.573 1.577 1.011
H -0.808 -0.408 -1.098
H -0.459 1.854 -2.106
H 0.972 0.782 -2.273
H 0.885 1.993 -0.997
C 2.106 -1.770 0.347
O 1.414 -0.718 0.929
H 1.441 -2.526 -0.093
H 2.795 -1.461 -0.451
H 2.705 -2.295 1.085
H 0.771 -0.296 0.244
```



Entry 5:
# C4H13NO2

A 3-piece molecular cluster, C4H13NO2 overall (ωB97M-V/def2-TZVPD, the Open Molecules 2025 dataset).

E_LUMO (alpha / beta): 3.578 / 3.498 eV
ΔE to the lowest compared entry with this formula, charge and spin: 21.6 kcal/mol
<S²>: 0.75
Highest occupied orbital energy (alpha / beta): 0.97 / -5.91 eV
Charge: -1
2S+1: 2

The geometry in XYZ format:
```
20
C4H13NO2 ωB97M-V/def2-TZVPD
C -1.017 1.448 0.500
N -2.005 0.610 -0.257
C -1.236 -0.104 -1.327
C 0.204 0.406 -1.230
C 0.338 0.801 0.196
H -1.112 1.653 1.564
H -0.993 2.425 -0.020
H -2.532 0.030 0.373
H -1.572 0.345 -2.276
H -1.444 -1.170 -1.452
H 0.923 -0.182 -1.805
H 0.159 1.417 -1.687
H 1.208 1.455 0.362
H 0.534 0.049 0.971
H -0.654 -2.669 0.269
H -0.328 -1.454 0.942
O -0.747 -2.293 1.146
H 4.149 -0.954 0.888
H 3.936 0.460 0.097
O 3.533 -0.237 0.631
```



Entry 6:
# C4H13NO2

A 2-piece molecular cluster, C4H13NO2 overall (ωB97M-V/def2-TZVPD, the Open Molecules 2025 dataset).

E_LUMO: 0.693 eV
ΔE to the lowest compared entry with this formula, charge and spin: 49.3 kcal/mol
Highest occupied orbital energy: -8.76 eV

The geometry in XYZ format:
```
20
C4H13NO2 ωB97M-V/def2-TZVPD
C -1.136 -0.864 -1.808
N 0.099 -0.829 -1.009
C 0.454 0.477 -0.331
C 0.373 1.609 -1.332
C -0.487 0.739 0.788
O 0.158 1.287 1.877
H -1.790 -1.833 -1.570
H -1.643 0.039 -1.638
H -1.042 -0.865 -2.853
H 0.870 -0.994 -1.580
H 1.525 0.423 0.003
H 0.774 2.501 -0.743
H 0.848 1.383 -2.318
H -0.593 1.811 -1.708
H -1.135 -0.099 0.994
H -1.246 1.508 0.453
H -0.347 1.371 2.717
O 0.621 -2.262 1.628
H 1.272 -1.719 1.048
H 0.352 -1.685 2.321
```



Entry 7:
# C4H13NO2

A 2-piece molecular cluster, C4H13NO2 overall (ωB97M-V/def2-TZVPD, the Open Molecules 2025 dataset).

E_LUMO: 0.830 eV
ΔE to the lowest compared entry with this formula, charge and spin: 15.5 kcal/mol
Highest occupied orbital energy: -9.44 eV

The geometry in XYZ format:
```
20
C4H13NO2 ωB97M-V/def2-TZVPD
C -0.362 1.681 1.695
C 0.767 0.734 1.278
C 0.268 -0.553 0.629
N 0.125 -0.535 -0.826
C -1.129 -0.043 -1.366
O -1.129 1.330 -1.729
H -1.008 1.208 2.433
H -0.981 1.940 0.844
H 0.026 2.620 2.100
H 1.354 0.451 2.163
H 1.465 1.260 0.626
H 0.938 -1.372 0.904
H -0.712 -0.791 1.073
H 0.877 0.004 -1.239
H -1.368 -0.588 -2.277
H -1.913 -0.242 -0.625
H -0.533 1.820 -1.153
O 1.046 -3.348 -1.354
H 1.847 -2.961 -1.721
H 0.421 -2.614 -1.456
```



Entry 8:
# C4H13NO2

A 3-piece molecular cluster, C4H13NO2 overall (ωB97M-V/def2-TZVPD, the Open Molecules 2025 dataset).

E_LUMO: 0.430 eV
ΔE to the lowest compared entry with this formula, charge and spin: 58.3 kcal/mol
Highest occupied orbital energy: -9.14 eV

The geometry in XYZ format:
```
20
C4H13NO2 ωB97M-V/def2-TZVPD
C 0.342 1.979 0.588
C 0.552 0.762 -0.326
C -0.271 -0.339 -0.087
C -0.231 -1.438 -1.103
N -0.746 -0.499 1.257
H 0.689 1.986 1.646
H -0.708 2.373 0.531
H 1.114 2.738 0.249
H 1.022 0.884 -1.287
H 0.074 -2.382 -0.815
H -1.207 -1.410 -1.694
H 0.451 -1.137 -1.950
H -1.455 0.181 1.247
H -0.252 -0.167 2.121
O 3.774 0.032 -0.038
H 4.262 0.783 -0.453
H 2.925 0.483 0.210
O -3.443 -0.807 -0.244
H -2.800 -0.446 -0.808
H -3.885 0.021 0.025
```



Entry 9:
# C4H13NO2

A 2-piece molecular cluster, C4H13NO2 overall (ωB97M-V/def2-TZVPD, the Open Molecules 2025 dataset).

E_LUMO: 0.770 eV
ΔE to the lowest compared entry with this formula, charge and spin: 46.8 kcal/mol
Highest occupied orbital energy: -8.46 eV

The geometry in XYZ format:
```
20
C4H13NO2 ωB97M-V/def2-TZVPD
C 0.728 -1.397 -1.853
N 0.536 -2.340 -0.755
C -0.779 -2.206 -0.047
C -0.958 -0.894 0.900
C 0.214 0.047 0.819
O 0.135 1.123 1.788
H 0.939 -2.000 -2.765
H -0.183 -0.902 -2.191
H 1.543 -0.716 -1.606
H 1.230 -2.412 -0.032
H -1.589 -2.386 -0.760
H -0.879 -3.154 0.508
H -1.979 -0.532 0.718
H -0.918 -1.457 1.844
H 0.252 0.574 -0.121
H 1.068 -0.525 1.095
H -0.774 1.428 1.740
O 0.006 4.534 -0.585
H 0.036 5.360 -1.105
H 0.571 4.914 0.108
```



Entry 10:
# C4H13NO2

A 2-piece molecular cluster, C4H13NO2 overall (ωB97M-V/def2-TZVPD, the Open Molecules 2025 dataset).

E_LUMO: 0.673 eV
ΔE to the lowest compared entry with this formula, charge and spin: 12.8 kcal/mol
Highest occupied orbital energy: -9.64 eV

The geometry in XYZ format:
```
20
C4H13NO2 ωB97M-V/def2-TZVPD
C -0.821 -0.535 2.400
C -0.242 -0.280 1.038
N -1.215 0.446 0.219
C 0.147 -1.606 0.355
C 0.225 -1.506 -1.140
O 1.068 -0.406 -1.519
H -0.195 -1.175 3.016
H -1.825 -0.938 2.283
H -0.895 0.374 2.992
H 0.715 0.238 1.186
H -0.686 0.905 -0.523
H -1.538 1.259 0.746
H 1.158 -1.842 0.696
H -0.471 -2.480 0.588
H 0.667 -2.422 -1.509
H -0.754 -1.360 -1.585
H 1.765 -0.749 -2.081
O 0.662 3.268 -1.054
H 0.477 3.209 -0.113
H 0.855 2.371 -1.354
```



What is the ΔE to the lowest compared entry with this formula, charge and spin in the sixth record?
49.3 kcal/mol



Which value of ΔE to the lowest compared entry with this formula, charge and spin does entry 1 give?
44.4 kcal/mol